Record 1
{"formula": "C45H55AsOP2SSe2Si3Te2Ti", "method": "ωB97M-V/def2-TZVPD", "elements": ["Ti", "O", "S", "C", "C", "C", "C", "C", "C", "P", "C", "C", "C", "C", "C", "C", "C", "C", "C", "C", "C", "C", "C", "C", "C", "C", "C", "C", "P", "C", "C", "C", "C", "C", "C", "C", "C", "C", "C", "C", "C", "H", "H", "H", "H", "H", "H", "H", "H", "H", "H", "H", "H", "H", "H", "H", "H", "H", "H", "H", "H", "H", "H", "H", "H", "H", "H", "H", "H", "Se", "Te", "Te", "Se", "C", "Si", "C", "C", "As", "Si", "C", "C", "C", "Si", "C", "C", "C", "H", "H", "H", "H", "H", "H", "H", "H", "H", "H", "H", "H", "H", "H", "H", "H", "H", "H", "H", "H", "H", "H", "H", "H", "H", "H", "H"], "coordinates": [[-0.0113, 0.6368, -1.1253], [3.4894, 0.9992, -1.6315], [2.1888, 1.4027, -2.3312], [2.1222, 3.1848, -1.9674], [2.5002, 4.0710, -2.9670], [2.7618, 5.3994, -2.6673], [2.7018, 5.8390, -1.3521], [2.3195, 4.9615, -0.3486], [1.9751, 3.6466, -0.6532], [1.3614, 2.4817, 0.6008], [2.7855, 2.3730, 1.7614], [4.0344, 2.0408, 1.2316], [5.1399, 1.9458, 2.0609], [5.0181, 2.1822, 3.4226], [3.7849, 2.5276, 3.9491], [2.6748, 2.6265, 3.1238], [0.1566, 3.3682, 1.6532], [-0.4880, 2.5474, 2.5811], [-1.4880, 3.0421, 3.3964], [-1.8783, 4.3701, 3.2842], [-1.2517, 5.1904, 2.3614], [-0.2357, 4.6953, 1.5528], [0.9108, -1.1714, -1.7886], [0.7345, -1.7659, -3.0424], [1.4230, -2.9013, -3.4367], [2.2687, -3.5398, -2.5410], [2.4557, -2.9893, -1.2854], [1.8195, -1.7993, -0.9225], [2.5022, -0.7609, 0.4389], [1.6238, -1.0641, 2.0075], [0.2520, -1.2945, 2.0560], [-0.4228, -1.3249, 3.2693], [0.2530, -1.0699, 4.4515], [1.6120, -0.7835, 4.4099], [2.2870, -0.7812, 3.2048], [4.0972, -1.5965, 0.7277], [5.1720, -1.1537, -0.0411], [6.4121, -1.7589, 0.0791], [6.5947, -2.8039, 0.9719], [5.5277, -3.2493, 1.7407], [4.2841, -2.6510, 1.6161], [2.6220, 3.6999, -3.9780], [3.0557, 6.0804, -3.4528], [2.9614, 6.8597, -1.1060], [2.2993, 5.2990, 0.6803], [4.1202, 1.8478, 0.1689], [6.0984, 1.6804, 1.6366], [5.8829, 2.1078, 4.0686], [3.6785, 2.7252, 5.0071], [1.7260, 2.9051, 3.5612], [-0.2131, 1.4989, 2.6555], [-1.9720, 2.3860, 4.1068], [-2.6699, 4.7602, 3.9091], [-1.5521, 6.2254, 2.2640], [0.2183, 5.3520, 0.8228], [0.0667, -1.3023, -3.7650], [1.2901, -3.2911, -4.4382], [2.7978, -4.4405, -2.8223], [3.1572, -3.4612, -0.6080], [-0.2981, -1.4842, 1.1344], [-1.4790, -1.5478, 3.2918], [-0.2733, -1.0901, 5.3961], [2.1502, -0.5603, 5.3213], [3.3461, -0.5470, 3.1892], [5.0153, -0.3494, -0.7489], [7.2391, -1.4118, -0.5266], [7.5637, -3.2748, 1.0671], [5.6618, -4.0675, 2.4362], [3.4560, -3.0102, 2.2166], [-0.6111, 1.3809, -3.4672], [-1.1966, 3.6886, -3.9587], [-1.9776, 4.4587, -1.5217], [-2.0411, 2.2958, -0.4346], [-2.6625, -1.5346, -4.7120], [-3.6797, -0.8978, -3.2707], [-5.2587, -1.9187, -3.2251], [-4.2247, 0.8779, -3.5613], [-2.4445, -1.0643, -1.2207], [-4.2149, -0.4640, 0.3017], [-3.4380, -0.0741, 1.9672], [-5.2824, 0.9447, -0.3273], [-5.4235, -1.8565, 0.6804], [-2.4704, -3.4372, -0.8199], [-2.1213, -3.7524, 1.0004], [-1.1758, -4.2994, -1.8491], [-4.1224, -4.2513, -1.2369], [-3.3573, -1.7381, -5.5293], [-2.1296, -2.4585, -4.4906], [-1.9395, -0.7993, -5.0581], [-5.8437, -1.6011, -4.0910], [-5.8714, -1.7510, -2.3389], [-5.0769, -2.9873, -3.3219], [-4.2779, 1.0327, -4.6414], [-3.5478, 1.6227, -3.1474], [-5.2169, 1.0535, -3.1527], [-2.5040, 0.4850, 1.9480], [-3.2677, -1.0119, 2.4945], [-4.1552, 0.5018, 2.5550], [-5.8418, 1.3292, 0.5277], [-6.0088, 0.5786, -1.0528], [-4.7259, 1.7657, -0.7663], [-4.9463, -2.7657, 1.0381], [-6.0803, -2.1150, -0.1471], [-6.0543, -1.4801, 1.4878], [-1.0828, -3.5663, 1.2587], [-2.3195, -4.8095, 1.1881], [-2.7507, -3.1768, 1.6767], [-0.1762, -4.1520, -1.4472], [-1.1567, -3.9671, -2.8822], [-1.4002, -5.3679, -1.8434], [-4.9961, -3.6094, -1.2603], [-4.2994, -5.0216, -0.4847], [-4.0454, -4.7496, -2.2034]], "atomic_forces_ev_per_a": [[0.85, 0.84, 0.19], [-0.03, 0.00, -0.18], [-0.01, 0.05, 0.34], [-0.03, -0.11, 0.15], [0.02, 0.00, -0.09], [-0.02, -0.03, 0.04], [-0.01, -0.03, 0.01], [0.03, 0.05, -0.05], [-0.03, 0.03, -0.08], [-0.17, -0.12, 0.08], [0.04, 0.00, -0.16], [-0.08, -0.01, 0.00], [0.01, -0.02, -0.03], [0.03, 0.00, 0.03], [0.03, 0.00, 0.04], [-0.11, 0.02, 0.07], [0.00, 0.00, -0.02], [0.03, 0.00, 0.02], [0.00, 0.02, 0.02], [-0.02, 0.00, 0.00], [-0.03, 0.02, 0.02], [0.05, 0.04, -0.04], [-0.12, -0.17, 0.03], [-0.18, 0.06, -0.18], [-0.02, 0.00, 0.02], [-0.07, 0.01, 0.00], [0.09, -0.11, 0.01], [0.25, -0.10, 0.20], [-0.32, -0.19, -0.09], [-0.10, -0.02, -0.05], [-0.03, -0.13, -0.12], [-0.02, 0.03, 0.06], [0.01, -0.01, -0.01], [-0.07, 0.00, 0.08], [0.10, 0.04, -0.04], [0.12, 0.31, -0.02], [-0.01, 0.00, -0.02], [0.09, -0.03, 0.00], [-0.01, -0.04, 0.03], [0.05, -0.02, -0.01], [-0.06, -0.02, 0.09], [0.01, 0.00, 0.02], [0.02, 0.05, -0.06], [0.00, 0.03, 0.01], [0.03, -0.01, -0.01], [0.03, -0.04, -0.04], [0.05, -0.02, -0.01], [0.03, -0.01, 0.01], [0.00, 0.01, 0.05], [0.03, -0.01, -0.01], [0.03, -0.05, 0.01], [-0.03, -0.03, 0.04], [-0.03, 0.01, 0.02], [-0.02, 0.04, 0.00], [-0.04, -0.04, 0.05], [0.01, -0.05, 0.02], [0.01, -0.02, -0.04], [0.01, -0.03, -0.02], [-0.03, 0.02, -0.02], [0.04, -0.03, 0.03], [0.00, -0.01, 0.01], [-0.02, 0.00, 0.03], [0.01, 0.01, 0.05], [-0.02, 0.01, -0.01], [-0.01, 0.04, -0.02], [0.02, 0.00, -0.01], [0.04, -0.01, 0.01], [0.01, -0.02, 0.01], [0.02, 0.01, -0.03], [-0.18, -0.12, -0.70], [0.04, 0.08, 0.01], [0.05, 0.12, -0.02], [-0.14, -0.27, 0.10], [-0.06, 0.04, 0.10], [-0.02, 0.08, 0.14], [0.08, 0.03, -0.06], [0.10, -0.10, -0.04], [-0.35, -0.16, 0.19], [0.08, -0.04, -0.07], [-0.08, 0.04, -0.10], [-0.01, -0.11, 0.03], [0.07, 0.08, -0.01], [-0.04, 0.12, -0.03], [-0.03, -0.02, -0.17], [-0.06, 0.01, 0.18], [0.08, 0.03, 0.03], [-0.03, -0.01, -0.09], [0.00, -0.06, 0.06], [0.06, 0.06, 0.00], [-0.07, 0.02, -0.07], [0.03, 0.05, 0.00], [0.00, 0.04, -0.04], [0.01, 0.05, -0.07], [0.04, -0.02, 0.04], [-0.09, -0.02, 0.04], [0.03, 0.03, -0.10], [0.00, -0.04, 0.03], [-0.06, 0.05, 0.06], [-0.06, 0.04, 0.07], [-0.04, -0.04, -0.05], [0.01, 0.02, -0.02], [0.04, -0.07, 0.02], [-0.02, 0.02, -0.05], [-0.09, 0.03, 0.10], [0.12, 0.05, 0.01], [-0.01, -0.08, 0.04], [-0.05, 0.06, 0.02], [0.11, 0.04, 0.04], [-0.08, 0.04, -0.13], [0.02, -0.10, 0.03], [0.09, -0.01, 0.08], [-0.01, -0.10, 0.04], [0.00, -0.03, -0.07]], "homo_lumo_gap_ha": [0.2277, 0.1620], "homo_energy_ev": [-6.75, -6.79], "multiplicity": 3, "lumo_energy_ev": [-0.556, -2.385]}

---

Record 2
{"formula": "C16H36O8", "method": "ωB97M-V/def2-TZVPD", "elements": ["C", "C", "C", "C", "O", "C", "O", "O", "C", "C", "C", "O", "H", "H", "H", "H", "H", "H", "H", "H", "H", "H", "H", "H", "H", "H", "H", "H", "C", "O", "C", "C", "O", "C", "H", "H", "H", "H", "H", "H", "H", "H", "H", "H", "C", "O", "C", "C", "O", "C", "H", "H", "H", "H", "H", "H", "H", "H", "H", "H"], "coordinates": [[0.4529, -3.9169, 5.0540], [-0.7287, -3.2171, 4.3614], [-0.4082, -2.8047, 2.9329], [-1.6357, -2.3526, 2.1387], [0.5503, -1.7347, 3.0033], [1.2027, -1.4322, 1.8693], [1.1700, -0.3280, 1.3830], [1.9614, -2.4468, 1.4174], [2.0356, -2.5854, -0.0086], [1.1440, -3.6866, -0.5527], [1.6719, -5.1021, -0.3323], [1.9455, -5.4332, 1.0175], [1.0101, -4.5203, 4.3316], [1.1605, -3.1955, 5.4625], [0.0852, -4.5630, 5.8499], [-1.0291, -2.3378, 4.9335], [-1.5506, -3.9330, 4.2945], [0.0530, -3.6753, 2.4523], [-2.5502, -2.7558, 2.5726], [-1.5993, -2.6438, 1.0880], [-1.7026, -1.2627, 2.1682], [3.0731, -2.8288, -0.2500], [1.8149, -1.6309, -0.4882], [1.1118, -3.5438, -1.6392], [0.1079, -3.5846, -0.2111], [2.6130, -5.2121, -0.8740], [0.9460, -5.8055, -0.7580], [1.2697, -5.0469, 1.5811], [-2.2084, 4.9841, 0.8001], [-1.3783, 4.4827, 1.8290], [-2.0150, 3.5171, 2.6508], [-1.6033, 2.1083, 2.2868], [-2.0680, 1.7442, 0.9970], [-1.0549, 1.8100, 0.0030], [-1.5795, 5.5666, 0.1286], [-2.6804, 4.1768, 0.2343], [-2.9854, 5.6390, 1.2105], [-3.1033, 3.6171, 2.5862], [-1.7168, 3.7190, 3.6845], [-2.0492, 1.4142, 3.0076], [-0.5164, 2.0031, 2.3466], [-0.3350, 1.0027, 0.1468], [-0.5340, 2.7708, 0.0246], [-1.5326, 1.6918, -0.9685], [1.7084, 1.9204, -6.2603], [0.9821, 3.1033, -5.9867], [-0.3029, 2.8657, -5.4363], [-0.3236, 3.0864, -3.9408], [0.4666, 2.1282, -3.2557], [1.7238, 2.6304, -2.8388], [2.7292, 2.2130, -6.5001], [1.7241, 1.2489, -5.3982], [1.2824, 1.3927, -7.1207], [-0.6389, 1.8502, -5.6682], [-0.9973, 3.5681, -5.9076], [-1.3530, 2.9807, -3.5827], [0.0136, 4.1007, -3.7068], [1.6041, 3.3394, -2.0126], [2.2530, 3.1199, -3.6600], [2.3136, 1.7844, -2.4900]], "atomic_forces_ev_per_a": [[-0.09, 0.32, -0.27], [0.53, -0.29, -0.09], [-0.38, -0.39, 0.14], [0.06, 0.28, 0.07], [0.26, 0.04, -0.08], [0.21, 1.02, -0.16], [0.01, -0.78, 0.21], [-0.80, -0.37, 0.06], [0.53, 0.12, -0.54], [0.10, -0.12, -0.12], [-0.31, 0.16, 0.01], [0.11, 0.00, -0.02], [-0.08, -0.12, 0.10], [-0.05, -0.03, 0.06], [0.16, 0.03, 0.06], [-0.26, -0.06, -0.04], [-0.15, 0.20, 0.08], [0.08, 0.15, -0.06], [0.02, -0.07, -0.05], [0.07, -0.02, 0.02], [-0.05, -0.03, 0.03], [-0.01, 0.03, 0.18], [-0.08, 0.03, 0.20], [-0.08, 0.03, 0.04], [0.09, 0.04, 0.14], [0.02, -0.08, 0.05], [0.10, -0.05, -0.04], [0.00, 0.02, 0.00], [0.03, 0.00, 0.01], [-0.04, -0.02, -0.04], [0.12, 0.08, 0.07], [-0.11, -0.12, -0.03], [0.02, 0.08, -0.02], [-0.04, -0.09, -0.07], [0.01, 0.02, 0.03], [-0.01, 0.00, 0.00], [-0.03, -0.02, -0.02], [-0.02, -0.01, -0.01], [-0.01, -0.01, 0.00], [0.02, 0.02, 0.02], [0.01, -0.01, 0.00], [0.09, 0.07, -0.03], [0.01, 0.00, 0.01], [-0.05, -0.01, 0.03], [0.00, 0.03, -0.01], [0.02, -0.06, 0.05], [0.04, 0.14, -0.10], [-0.10, -0.15, 0.12], [0.06, 0.04, -0.05], [-0.02, -0.03, 0.03], [-0.01, 0.02, -0.02], [-0.01, -0.01, 0.00], [0.00, -0.04, 0.02], [0.00, -0.02, 0.01], [-0.01, -0.01, 0.01], [0.00, 0.03, -0.01], [0.01, 0.02, -0.02], [0.02, 0.02, -0.01], [0.00, 0.01, 0.00], [-0.03, -0.01, 0.03]], "smiles": "CC[C@@H](C)OC(=O)OCCCO.COCCOC.COCCOC", "homo_lumo_gap_ha": 0.3536, "homo_energy_ev": -8.96, "lumo_energy_ev": 0.662}

---

Record 3
{"formula": "C4H7NO2", "method": "ωB97M-V/def2-TZVPD", "elements": ["C", "C", "N", "C", "C", "O", "O", "H", "H", "H", "H", "H", "H", "H"], "coordinates": [[0.9786, -0.9698, -1.5137], [0.9016, -1.2100, -0.0230], [-0.0978, -0.4816, 0.6314], [-0.4290, 0.8962, 0.3159], [-1.5915, 1.3366, 1.1692], [-2.3971, 2.1647, 0.8488], [1.5873, -1.9923, 0.5848], [0.0268, -1.1377, -2.0120], [1.8023, -1.5306, -1.9279], [1.2034, 0.0929, -1.6710], [-0.0276, -0.6576, 1.6296], [-0.7053, 1.0110, -0.7306], [0.3987, 1.5850, 0.5124], [-1.6505, 0.8932, 2.1861]], "atomic_forces_ev_per_a": [[0.34, 0.83, 0.33], [-0.81, 0.51, -0.24], [0.52, -0.27, 0.37], [-0.19, -0.23, -0.30], [-0.17, 0.32, 0.35], [0.06, -0.02, -0.22], [0.16, -0.28, 0.01], [0.01, -0.31, 0.02], [-0.06, -0.33, -0.17], [0.04, -0.12, -0.03], [-0.02, 0.00, -0.10], [-0.07, -0.02, 0.02], [0.11, 0.11, 0.06], [0.09, -0.18, -0.09]], "smiles": "CC(=O)NCC=O", "homo_lumo_gap_ha": 0.3895, "homo_energy_ev": -9.91, "lumo_energy_ev": 0.690}

---

Record 4
{"formula": "C3H11NOS2", "method": "ωB97M-V/def2-TZVPD", "elements": ["N", "C", "C", "S", "S", "C", "H", "H", "H", "H", "H", "H", "H", "H", "H", "H", "H", "O"], "coordinates": [[1.2518, 2.2945, 1.4756], [0.5548, 1.0988, 1.9016], [1.2002, -0.1572, 1.3168], [0.7111, -0.4996, -0.3753], [-0.8472, -1.6753, -0.0776], [-0.8282, -3.1995, -1.0832], [1.0029, 2.5682, 0.5259], [1.0669, 3.0806, 2.0985], [0.6668, 1.0394, 2.9750], [-0.5376, 1.1207, 1.8079], [2.2789, -0.0201, 1.3112], [0.9779, -1.0201, 1.9347], [-0.8737, -4.0617, -0.4221], [-1.6980, -3.1079, -1.7262], [0.0673, -3.2053, -1.7077], [-0.9149, 3.4796, -1.8746], [-2.0544, 2.8829, -2.7043], [-1.8028, 3.1124, -1.8009]], "atomic_forces_ev_per_a": [[-0.11, 0.21, -0.36], [-0.05, 0.44, 0.53], [-0.60, 0.58, 0.95], [0.50, -0.79, -0.86], [-0.45, -0.38, 1.00], [0.51, 0.99, -0.93], [-0.01, 0.08, 0.33], [0.04, -0.29, -0.31], [0.36, -0.19, 0.39], [-0.02, -0.19, -0.57], [0.16, 0.04, -0.35], [-0.11, -0.24, -0.14], [-0.03, 0.20, 0.19], [-0.15, -0.29, 0.00], [-0.08, -0.15, 0.14], [-0.15, 0.10, -0.10], [0.01, 0.13, 0.13], [0.18, -0.24, -0.04]], "total_charge": 1, "homo_lumo_gap_ha": [0.3373, 0.1999], "homo_energy_ev": [-13.17, -13.16], "multiplicity": 2, "lumo_energy_ev": [-3.995, -7.723]}

---

Record 5
{"formula": "C4H12", "method": "ωB97M-V/def2-TZVPD", "elements": ["C", "C", "H", "H", "H", "H", "H", "H", "C", "C", "H", "H", "H", "H", "H", "H"], "coordinates": [[-1.2587, -1.8823, -0.2969], [-1.0984, -1.8813, 1.2430], [-0.7771, -2.7593, -0.7072], [-2.3085, -1.7418, -0.5318], [-0.8373, -0.9519, -0.6397], [-1.7460, -2.6431, 1.6791], [-1.2193, -0.9220, 1.7322], [-0.0953, -2.2457, 1.4598], [1.9240, 2.0340, -0.5766], [0.4046, 1.7808, -0.3961], [2.4322, 1.9648, 0.3797], [2.3441, 1.2439, -1.2042], [2.1064, 2.9701, -1.1010], [-0.1934, 2.6854, -0.3146], [0.0528, 1.1689, -1.2259], [0.2698, 1.1795, 0.5002]], "atomic_forces_ev_per_a": [[-0.40, 1.17, 1.56], [0.44, -1.15, -0.54], [-0.24, -0.02, -0.42], [-0.23, -0.68, -0.34], [0.70, 0.05, -0.56], [-0.22, 0.26, 0.19], [-0.26, 0.13, -0.08], [0.21, 0.22, 0.20], [-0.69, -0.41, -0.35], [0.76, -0.42, -0.06], [0.18, 0.44, 0.03], [0.03, 0.04, 0.07], [0.19, 0.10, 0.26], [0.05, 0.02, 0.00], [-0.27, 0.23, -0.07], [-0.25, 0.02, 0.11]], "smiles": "CC.CC", "homo_lumo_gap_ha": 0.4700, "homo_energy_ev": -11.65, "lumo_energy_ev": 1.142}

---

Record 6
{"formula": "BrFHOP", "method": "ωB97M-V/def2-TZVPD", "elements": ["O", "F", "P", "Br", "H"], "coordinates": [[2.9673, -2.4931, -0.6388], [0.5629, 0.4126, 0.2600], [3.7291, -1.3817, -1.1960], [2.6423, -0.4120, -2.9982], [0.4583, -0.2750, -0.2669]], "atomic_forces_ev_per_a": [[-0.08, 0.20, -0.18], [0.51, 2.90, 2.22], [-0.20, 0.24, -0.41], [0.25, -0.40, 0.63], [-0.48, -2.94, -2.26]], "smiles": "O=PBr.F", "homo_lumo_gap_ha": 0.3399, "homo_energy_ev": -10.78, "lumo_energy_ev": -1.534}

---

We obtain energy relative to the best compared isomer or geometry (same formula, charge and spin) values of 0.939, 0.000, 0.962, 0.155, 0.296, 1.361 eV for the records listed above, in that order.